1.
Entry from the OMol25 dataset: 5 unconnected molecules or ions with the total composition C28H68N6O11Si (ωB97M-V with the def2-TZVPD basis set).

CARTESIAN COORDINATES (ANGSTROEM)
1 H 2.7885 5.0155 1.2109
2 O 4.1013 0.9961 7.2305
3 O -6.8129 2.3651 -1.4213
4 H -7.3919 -2.1702 -11.0415
5 H 5.3676 -4.7563 5.8289
6 H -3.9937 1.8452 -5.0228
7 H -6.1356 1.0429 -7.8616
8 H -4.4655 -3.6106 -9.3600
9 C 2.0770 4.1985 1.0570
10 C 6.4661 -3.3447 4.6873
11 H -5.0554 3.3819 -0.9492
12 H 2.2961 -3.6435 7.5253
13 H -3.6102 -3.1868 -10.8549
14 H 2.2097 3.8552 0.0279
15 N -0.2632 -0.4630 8.1225
16 H -4.4422 0.6566 -9.1756
17 H -5.7880 0.3711 -3.9438
18 C 0.3510 0.6593 7.4443
19 H -1.8689 2.7444 1.5522
20 H 0.7479 0.3036 6.4994
21 H 3.3270 4.1053 3.5272
22 C -1.9313 3.6265 -1.6740
23 H -4.1351 1.9247 -2.1072
24 H 4.6277 -6.3483 2.3310
25 H -0.8951 -0.9719 7.5284
26 H -2.0203 4.3961 -0.9152
27 N 7.2721 -3.0945 3.4952
28 C 2.4866 3.4293 3.3467
29 O 3.7679 0.3334 9.8099
30 O 1.4749 1.3914 4.1516
31 O -5.3956 -2.2489 -10.6334
32 H -6.8582 2.6230 -3.4769
33 H 9.1951 -3.4461 4.2278
34 H -1.8908 2.3671 -3.7371
35 H 6.7262 -3.3373 2.6789
36 C -3.8025 0.2064 -8.4130
37 H -2.8168 0.6688 -8.4701
38 H 8.3781 -4.9081 3.6392
39 C -4.5894 -3.3934 -10.4264
40 N 2.4454 3.0884 1.9297
41 H 3.5332 1.6163 3.8799
42 H 10.1855 -4.1494 2.1466
43 H -4.8034 3.1589 -4.1392
44 H 2.8090 2.4851 5.2356
45 H 2.4484 -0.4441 4.0787
46 H -6.0949 4.1807 -2.1593
47 C 2.7735 -1.4919 7.8999
48 C 9.1930 -3.6910 2.1041
49 H 0.7306 -0.4267 3.6348
50 H -5.3436 -1.9796 -8.0951
51 C -5.6243 0.8786 -2.9884
52 H -2.2262 2.6665 -1.2347
53 C -6.3864 -0.8486 -6.7795
54 C 5.4058 -5.6901 2.7186
55 H -3.6792 -0.8596 -8.6212
56 H -6.5703 4.1352 -0.4529
57 H 5.6245 -4.9457 1.9481
58 H -0.3432 1.4662 7.1942
59 O -4.3027 0.4269 -7.1050
60 H 5.6317 -2.6409 4.6625
61 H -0.2746 2.0436 1.8204
62 H -0.7092 -0.1944 8.9848
63 C -6.0885 3.5715 -1.2524
64 Si 3.0522 0.2683 8.3218
65 C -2.7001 3.0912 -3.8642
66 H -7.4386 -0.6791 -6.5296
67 C 2.6518 -2.6608 7.6586
68 H 9.3207 -2.6366 1.8449
69 H -5.0126 -4.2695 -10.9264
70 C 5.8849 -4.7432 4.8654
71 H -6.7735 -0.4396 -9.4011
72 H -2.4757 3.6936 -4.7500
73 H 6.6605 -5.5161 4.9208
74 H 7.4141 -4.1641 -0.6261
75 O -0.3473 3.8449 0.7738
76 H 1.5657 3.9319 3.6745
77 C -6.7933 1.8238 -2.7288
78 H -6.9408 -3.4388 -9.8952
79 N -6.3152 -1.8312 -7.8562
80 N 5.3375 0.2751 7.0344
81 H -7.7123 1.2375 -2.8226
82 C 1.6695 0.1199 3.5567
83 H 8.6861 -2.9527 -0.3832
84 C -6.7405 -2.4068 -10.1950
85 C -7.0404 -1.4500 -9.0620
86 H 1.7253 2.2147 7.8160
87 O 4.9075 -5.0872 3.8993
88 H -5.9192 1.1159 -6.1256
89 H 3.1169 0.3550 10.5124
90 H 7.0608 -3.0945 5.5710
91 H -8.1136 -1.4666 -8.8528
92 H -0.8020 3.4578 2.7746
93 H 7.1580 -2.8469 0.5338
94 C -4.0221 2.3879 -4.0740
95 H 1.7808 2.3374 1.7961
96 C 8.5266 -3.8351 3.4547
97 C 7.9022 -3.5320 0.1137
98 H 6.3004 -6.2870 2.9123
99 H -0.8883 3.5722 -1.9952
100 H -5.6464 0.1062 -2.2152
101 O -2.7814 3.9786 -2.7551
102 C 0.6615 4.7535 1.1793
103 H -5.9230 -1.3042 -5.9005
104 H 0.4480 5.1424 2.1813
105 H 0.5872 5.6047 0.4960
106 O 5.3301 -0.3390 6.0540
107 N -4.2815 1.4476 -2.9873
108 H 1.1226 1.5138 9.2841
109 C 2.6566 2.1879 4.1943
110 C -5.7140 0.5017 -7.0069
111 C -0.8315 2.9838 1.7907
112 H 1.9345 0.2086 2.4978
113 O 8.4466 -4.3802 1.1067
114 C 1.4727 1.2653 8.2859

Output
HOMO-LUMO gap   8.4 eV
Multiplicity   1
E_HOMO   -8.440 eV
Lowest unoccupied orbital energy   -0.06 eV

Atomic partial charges in e from the Mulliken method, atoms 1 to 99: 0.418 -0.201 -0.433 0.396 0.380 0.052 0.334 0.316 -0.760 -0.482 0.135 0.484 0.246 0.386 -0.507 0.323 -0.128 -0.212 0.353 0.015 0.391 -0.755 0.105 0.277 0.204 0.271 -0.235 -0.257 -0.620 -0.199 -0.351 0.354 0.362 0.393 0.073 -0.634 0.296 0.216 -0.736 -0.313 0.360 0.390 0.204 0.251 0.303 0.265 -1.251 -0.789 0.220 0.129 -0.223 0.258 -0.917 -0.591 0.175 0.286 0.194 0.349 -0.400 0.206 0.232 0.193 -0.495 0.324 -0.879 0.385 0.862 0.407 0.348 -0.656 0.196 0.365 0.402 0.243 -0.293 0.191 -0.545 0.417 -0.306 0.147 0.382 -0.859 0.350 -0.808 -0.173 0.308 -0.415 0.233 0.319 0.418 0.347 0.355 0.310 0.275 0.098 -0.258 -0.738 0.297 0.380

2.
Entry from the OMol25 dataset: 2 unconnected molecules or ions with the total composition C3H7BrO2 at a distorted geometry (ωB97M-V with the def2-TZVPD basis set).

CARTESIAN COORDINATES (ANGSTROEM)
1 C 0.4406 -0.4465 0.4440
2 O 1.4588 0.1750 -0.1523
3 H -1.7535 1.5733 -0.3755
4 H 3.3595 -0.2200 0.0217
5 Br -3.3736 -0.3142 0.1452
6 C 2.6316 -0.5303 -0.6677
7 H 2.5985 -1.6682 -0.7676
8 H -2.6609 1.7100 1.2508
9 H -0.1605 -2.1856 0.9794
10 O 0.6158 -1.7799 0.4611
11 H 3.0179 0.0448 -1.4444
12 H -3.4750 2.0845 -0.1320
13 C -2.6993 1.5572 0.2372

Output
HOMO-LUMO gap   9.8 eV
Multiplicity   1
E_HOMO   -9.058 eV
Lowest unoccupied orbital energy   0.71 eV
Energy above the lowest of the compared OMol25 structures with the same formula, charge and spin   2.939 eV

Need the Mulliken charges? In units of e they are: -0.043 -0.156 0.192 0.311 -0.170 -0.695 0.267 0.231 0.399 -0.408 0.320 0.323 -0.573

For the records above, the corresponding calculated total energy values read -2553.0544, -2842.8899 Eh.